The following is a DFT calculation (ωB97M-V/def2-TZVPD) of C14H26BeNOP as an isolated structure in a non-equilibrium geometry.

## Properties
Orbital gap (alpha / beta), eV: 3.40 / 3.40
Max |F|, eV/A: 3.885
LUMO level (alpha / beta), eV: 0.39 / 0.39
Spin multiplicity: 1
Highest occupied orbital energy (alpha / beta), eV: -3.01 / -3.01
Net charge: 0
DFT total energy, hartree: -1034.8799
Energy above the lowest of the compared OMol25 structures with the same formula, charge and spin, kJ/mol: 472.6

```
44
Properties=species:S:1:pos:R:3:forces:R:3
C -0.20444 -1.33532 3.41774 0.35 0.19 0.44
C 1.04898 -0.86515 3.02814 -0.32 -0.20 0.19
C 1.22465 -0.21889 1.79730 -0.44 -0.44 1.45
C 0.10678 0.01227 1.00513 -0.27 -0.48 -2.89
C -1.14703 -0.43175 1.38952 -0.64 -0.47 1.80
C -1.32166 -1.07059 2.63175 -0.35 0.37 -1.05
C 2.63682 0.07336 1.40134 0.45 0.35 -0.50
C 2.83021 0.44616 -0.06214 -0.38 0.41 -0.41
N 1.85708 -0.23539 -0.99073 0.99 -0.19 -0.39
Be 0.30460 0.09750 -0.74599 -1.87 2.00 1.38
C -2.34019 -0.24514 0.47899 0.28 0.95 0.52
P -2.00461 -0.36130 -1.32375 3.50 -1.07 1.31
H 1.90794 -1.02549 3.68411 -0.16 -0.12 -0.18
H -2.32368 -1.36423 2.94679 0.25 -0.18 -0.01
H -0.32051 -1.90766 4.33752 0.08 0.25 -0.10
H -2.79253 0.74804 0.65889 0.01 -0.40 0.03
H -3.09852 -1.01398 0.69591 0.10 0.16 -0.30
H 3.01333 0.92486 1.98491 0.10 -0.21 -0.02
H 3.30417 -0.78027 1.59800 -0.31 0.15 0.34
H 2.70034 1.52675 -0.19129 -0.20 -0.30 -0.15
C -3.05212 0.87240 -2.09883 -0.53 0.34 -0.74
C -2.53699 -2.00119 -1.83965 -1.09 -0.61 -0.77
H 3.85079 0.19841 -0.37608 -0.10 -0.09 -0.11
C 1.71804 -1.68387 -0.69455 0.80 -1.07 -0.02
C 2.15926 0.04268 -2.41650 0.40 -0.47 -0.50
H 1.03023 3.77331 -0.14925 -0.36 -0.68 -0.22
H 2.05649 -2.25264 -1.55548 0.18 -0.22 0.00
H 2.30245 -1.96517 0.18955 -0.13 -0.02 -0.34
H 0.66907 -1.94394 -0.50348 0.30 0.04 0.02
H 2.47772 -0.90018 -2.88628 0.29 0.46 -0.04
H 1.24886 0.37228 -2.93848 0.29 0.17 0.19
H 2.93539 0.81777 -2.50404 -0.33 -0.30 -0.02
H -3.60790 -2.13616 -1.68407 -0.21 -0.22 -0.22
H -2.31460 -2.12134 -2.90290 -0.12 -0.11 0.02
H -1.99684 -2.76878 -1.27793 -0.06 0.42 0.02
H -4.04911 0.44788 -2.28080 -0.10 -0.08 0.02
H -3.15570 1.75709 -1.45420 0.33 -0.34 -0.20
H -2.61544 1.17060 -3.05899 -0.05 -0.04 0.27
H -0.61803 -0.41372 -1.97626 -1.19 1.01 0.86
C -0.42069 3.16858 0.97946 -0.08 -0.06 -0.10
O 0.50910 2.94505 -0.08967 0.52 1.09 0.30
H -1.43266 3.36987 0.58611 0.35 0.02 0.10
H -0.08365 4.00870 1.59672 -0.21 -0.08 -0.01
H -0.45537 2.26861 1.59347 -0.06 0.11 -0.02
```
Positions in Å, forces in eV/Å.

=====

The following is a DFT calculation (ωB97M-V/def2-TZVPD) of a 6-piece molecular cluster, C14H26Cl6O10 overall in a non-equilibrium geometry.

## Properties
Structure (SMILES): COC(=O)OC.COC(=O)OC.COC(=O)OC.ClC(Cl)Cl.ClC(Cl)Cl.CC(C)=O
Orbital gap, eV: 10.21
Max |F|, eV/A: 1.728
LUMO level, eV: 0.44
Spin multiplicity: 1
Highest occupied orbital energy, eV: -9.77
Net charge: 0
DFT total energy, hartree: -4062.6028
Energy above the lowest of the compared OMol25 structures with the same formula, charge and spin, kJ/mol: 0.0

```
56
Properties=species:S:1:pos:R:3:forces:R:3
C -0.08707 0.07800 -2.22258 -0.31 -0.74 -0.16
Cl 1.03807 0.81733 -1.12460 0.46 0.31 0.21
Cl 0.75657 -0.82336 -3.52111 -0.15 0.56 0.20
Cl -1.24330 1.26460 -2.84284 0.26 -0.25 -0.18
H -0.62432 -0.67358 -1.65246 -0.16 0.05 -0.11
C -0.16129 0.26008 5.82746 -0.30 -0.08 -0.04
Cl 1.16623 0.75055 4.77512 0.11 0.00 0.17
Cl -1.70211 0.51673 5.01932 -0.31 0.13 -0.08
Cl -0.13523 1.09548 7.38539 0.16 -0.18 -0.23
H -0.11475 -0.81222 5.97104 0.34 0.08 0.26
C -0.90028 -3.96249 -5.09629 -0.02 -0.49 -0.61
O -1.50066 -4.06055 -3.81135 0.65 -0.06 0.12
C -2.13324 -2.95020 -3.43459 -0.81 -0.80 0.02
O -2.27878 -1.97351 -4.10436 0.15 0.98 -0.46
O -2.67372 -3.18108 -2.25635 -0.02 -0.49 0.97
C -3.51323 -2.15898 -1.70217 0.74 0.41 -0.42
H -0.31752 -3.05162 -5.21721 -0.18 0.07 0.03
H -1.68064 -4.04506 -5.85580 0.08 0.35 -0.05
H -0.25341 -4.82775 -5.23441 0.02 0.00 0.34
H -4.53451 -2.34036 -2.03095 -0.01 0.24 0.05
H -3.10448 -1.20836 -2.05107 -0.56 0.13 -0.02
H -3.41182 -2.17126 -0.62412 -0.04 -0.33 0.09
C 2.62317 3.52693 3.03552 0.34 -0.85 0.13
O 3.34187 4.60730 2.46414 -0.16 0.56 -0.17
C 3.39775 4.62358 1.12954 0.19 -0.87 0.25
O 2.90999 3.78892 0.41137 -0.23 0.24 -0.14
O 4.15807 5.64003 0.75981 -0.10 0.62 0.18
C 4.26343 5.86696 -0.63404 0.71 -0.12 -0.88
H 3.01298 2.58175 2.65044 -0.01 0.02 -0.02
H 1.55222 3.53220 2.83908 0.00 0.39 -0.05
H 2.83634 3.57076 4.09902 -0.19 0.11 0.05
H 3.35935 6.26799 -1.08660 -0.22 -0.16 0.24
H 4.57658 4.96085 -1.15244 -0.31 -0.12 0.04
H 5.06570 6.58328 -0.79972 -0.07 0.14 0.38
C 1.54364 -3.82560 -1.98036 -0.14 -0.09 -0.40
O 0.44546 -3.31904 -1.22628 -0.25 0.33 -0.49
C 0.44246 -3.49166 0.08070 0.49 -0.42 0.79
O 1.20984 -4.17369 0.71425 -0.03 0.14 -0.12
O -0.55510 -2.77639 0.58770 -0.26 0.44 -0.50
C -0.69498 -2.72317 1.99102 -0.22 -0.20 0.92
H 2.44541 -3.25047 -1.78272 0.05 -0.08 0.17
H 1.24125 -3.66219 -3.01057 0.08 0.00 -0.04
H 1.70393 -4.89237 -1.83992 -0.01 0.04 0.33
H -0.88812 -3.70748 2.42016 0.06 -0.08 -0.18
H -1.54630 -2.08018 2.19641 -0.02 0.06 -0.23
H 0.17319 -2.30761 2.50537 0.20 0.00 -0.33
C -0.97002 1.66879 1.81497 -0.16 0.99 0.50
C -2.11628 1.23227 0.95482 0.92 -1.34 -0.58
O -2.42066 0.05544 0.90569 -0.36 0.18 0.07
C -2.76765 2.24176 0.05742 -0.36 0.09 0.21
H -1.37872 2.32836 2.59148 0.14 0.19 -0.11
H -0.27038 2.25456 1.21593 0.01 0.04 0.05
H -0.43906 0.89030 2.35135 -0.20 -0.39 -0.35
H -3.23774 1.74623 -0.78728 -0.04 -0.12 0.09
H -2.05571 2.97350 -0.31891 -0.04 0.14 0.18
H -3.55241 2.72565 0.64654 0.08 0.26 -0.12
```
Positions in Å, forces in eV/Å.

=====

The following is a DFT calculation (ωB97M-V/def2-TZVPD) of C14H26FeNO3PS as an isolated structure in a non-equilibrium geometry.

## Properties
Orbital gap (alpha / beta), eV: 7.29 / 7.69
Expectation value of S²: 6.03
Max |F|, eV/A: 9.915
LUMO level (alpha / beta), eV: 0.15 / -0.56
Spin multiplicity: 5
Highest occupied orbital energy (alpha / beta), eV: -7.14 / -8.26
Net charge: 0
DFT total energy, hartree: -2832.5806

```
47
Properties=species:S:1:pos:R:3:forces:R:3
C 0.41030 2.97549 -2.45256 -0.14 -0.23 0.22
C -0.87000 2.51429 -2.12696 -0.01 0.07 0.16
C -1.08940 1.59379 -1.08176 1.24 0.47 -0.32
C 0.01920 1.12939 -0.32036 -0.55 -0.20 -2.22
C 1.32560 1.55029 -0.71196 -0.64 0.23 -0.45
C 1.51380 2.47059 -1.75766 -0.14 -0.19 0.25
C -2.50040 1.07499 -0.87466 0.50 -0.10 0.18
C -2.52840 -0.43151 -0.56266 -1.47 0.07 -0.34
N -2.75820 -1.26031 -1.74396 0.21 -0.13 0.44
Fe -0.07110 -0.24311 1.20804 0.22 1.02 -0.88
C 2.52360 0.88329 -0.05876 0.07 -0.20 0.26
P 1.96300 -0.86931 0.21384 1.69 -0.14 -0.35
H -1.73440 2.86569 -2.70336 0.33 -0.08 0.14
H 2.52990 2.77669 -2.03366 -0.39 -0.11 0.08
H 0.54870 3.69679 -3.26516 -0.06 -0.31 0.32
H 2.74220 1.29969 0.94314 -0.08 -0.16 -0.49
H 3.43760 0.95909 -0.67546 -0.40 -0.19 0.17
H -2.98720 1.59269 -0.03506 0.17 0.03 -0.17
H -3.09010 1.29269 -1.78216 0.09 -0.28 0.44
H -1.59690 -0.72391 -0.01416 -0.27 -0.19 -0.26
C 3.32910 -1.71081 1.12484 0.07 0.02 -0.04
C 2.02400 -1.61411 -1.47176 -0.14 0.04 0.04
H -3.37630 -0.60941 0.12884 0.44 -0.10 -0.32
C -1.59280 -1.37981 -2.60796 0.21 0.05 -0.22
C -3.30580 -2.56041 -1.38926 -0.07 -0.26 0.05
H 0.11440 -1.18151 2.74154 -0.47 -1.04 -0.65
H -1.85580 -1.96821 -3.50446 0.07 0.22 0.38
H -1.26190 -0.38311 -2.94316 -0.09 -0.35 0.18
H -0.72510 -1.88151 -2.10996 -0.47 0.19 -0.13
H -3.55130 -3.12521 -2.30626 0.11 0.25 0.39
H -2.60720 -3.18741 -0.78006 -0.22 0.27 -0.25
H -4.23360 -2.42261 -0.80686 0.37 -0.09 -0.26
H 3.04130 -1.57291 -1.89946 -0.41 0.01 0.25
H 1.68540 -2.66261 -1.42286 0.16 0.38 -0.05
H 1.32850 -1.04761 -2.11266 0.33 -0.21 0.20
H 4.28600 -1.62701 0.57994 -0.39 -0.05 0.19
H 3.43390 -1.24711 2.11994 -0.12 -0.13 -0.38
H 3.08220 -2.77771 1.25904 0.10 0.39 -0.07
H -0.37580 -1.66941 2.26954 0.25 0.63 1.01
C -0.42960 1.04919 4.77764 -0.90 -0.34 -0.20
S 0.91770 1.26749 3.56324 9.16 3.51 -1.44
O 1.70620 2.53389 3.92304 -3.90 -2.19 -0.50
O 2.02310 0.21459 3.73134 -4.23 0.12 -0.55
O 0.65320 1.42329 1.86394 -1.31 -0.91 6.44
H -0.03400 0.50659 5.66394 0.18 0.37 -0.89
H -1.25240 0.44799 4.33744 0.44 0.38 0.21
H -0.81120 2.03829 5.10594 0.43 -0.54 -0.57
```
Positions in Å, forces in eV/Å.

=====

The following is a DFT calculation (ωB97M-V/def2-TZVPD) of C14H26InN2O as an isolated structure in a non-equilibrium geometry.

## Properties
Orbital gap, eV: 6.65
Max |F|, eV/A: 2.585
LUMO level, eV: 2.36
Spin multiplicity: 1
Highest occupied orbital energy, eV: -4.29
Net charge: -1
DFT total energy, hartree: -923.7895

```
44
Properties=species:S:1:pos:R:3:forces:R:3
C 0.47478 -4.08371 1.47007 0.98 -0.40 -0.83
C 2.01900 -3.82841 0.89146 -0.63 -0.19 0.43
C 2.11306 -4.65512 -0.52057 -0.28 0.50 -0.17
C 2.97426 -3.91339 -1.70520 -0.21 -0.75 -0.66
C 2.61824 -2.32504 -1.92436 0.65 0.20 0.40
C 2.40497 -1.87193 -3.48513 0.55 0.37 0.87
In 0.12906 -1.64225 -3.78735 0.49 0.43 -0.35
O -0.65817 -3.48833 -4.44882 1.55 -1.33 0.83
H 0.45505 -4.05599 2.64138 -0.26 0.04 -2.32
H -0.20475 -3.28309 0.94875 1.15 -1.53 1.30
H 0.14425 -5.14263 1.04354 0.54 2.18 1.28
H 2.14823 -2.66912 0.80302 -0.09 -2.24 -0.18
H 2.84988 -4.19703 1.65474 -1.80 0.63 -1.56
H 2.52865 -5.73039 -0.25985 -0.79 2.11 -0.72
H 1.00713 -4.78564 -0.93161 2.28 0.29 0.86
H 4.12371 -4.12353 -1.52669 -2.22 0.72 -0.32
H 2.71847 -4.45219 -2.73896 0.49 0.99 2.23
H 1.63180 -2.03326 -1.32272 2.14 -0.73 -1.08
H 3.51989 -1.70869 -1.45789 -1.87 -1.17 -0.70
H 2.89552 -2.60222 -4.25670 -0.60 1.43 1.52
H 2.83390 -0.76208 -3.58240 -0.71 -2.46 -0.06
H -0.64320 -1.09202 -2.22429 0.27 -0.38 -0.42
H -0.02739 -0.35322 -5.07824 -0.16 -0.44 0.27
H -0.01714 -4.21474 -4.14812 -1.45 1.66 -0.68
N -0.98714 1.53825 0.98995 -0.03 -0.03 0.09
C -2.20324 2.16299 1.08661 -0.11 0.18 0.03
C -3.13758 1.37641 0.45061 0.07 0.29 0.24
C -2.46224 0.23420 -0.04183 0.30 -0.25 0.03
C -1.13630 0.35871 0.30793 -0.04 -0.09 0.01
H -0.11614 1.89176 1.36413 -0.37 -0.15 -0.18
H -2.29910 3.11199 1.59693 0.04 -0.13 -0.09
H -4.19191 1.60043 0.35302 0.16 -0.02 0.01
H -2.89650 -0.59071 -0.59177 0.18 0.17 0.04
H -0.28820 -0.28870 0.12920 -0.21 0.11 -0.12
N -2.72314 5.92990 2.48914 0.01 0.07 0.01
C -2.28892 6.05514 3.78309 0.04 -0.02 0.09
C -1.19568 6.89241 3.78603 -0.24 -0.20 0.27
C -0.96611 7.29083 2.44745 -0.12 0.00 -0.39
C -1.92565 6.68413 1.66826 0.05 0.03 -0.06
H -3.50953 5.36942 2.18732 0.31 0.21 0.10
H -2.79270 5.53790 4.58862 0.12 0.09 -0.13
H -0.62589 7.18561 4.65822 -0.11 -0.07 -0.14
H -0.18533 7.94992 2.09042 -0.14 -0.12 0.04
H -2.10792 6.72342 0.60262 0.08 -0.02 0.19
```
Positions in Å, forces in eV/Å.

=====

Number 3 is which compound? C14H26FeNO3PS

=====

Which value of DFT total energy does entry 2 give? -4062.6028 hartree

=====

The highest spin multiplicity belongs to which entry? C14H26FeNO3PS